No. 1
C5H15NS | ωB97M-V/def2-TZVPD

The spin multiplicity is 2. The net charge is -1. The calculation puts the total energy at -17751.029 eV.

CARTESIAN COORDINATES (ANGSTROEM)
1 C 2.40259 -1.58925 -0.49970
2 C 2.97080 -0.50791 0.41615
3 S 1.77931 -0.22932 1.80065
4 H 1.40424 -1.32488 -0.85094
5 H 2.20631 -2.44824 0.15015
6 H 3.01752 -1.94875 -1.33558
7 H 3.11607 0.43191 -0.12164
8 H 3.91962 -0.82031 0.85225
9 C -0.46694 1.92401 -0.91161
10 C -1.76364 1.20853 -0.61855
11 N -1.73242 0.69111 0.75513
12 C -2.47677 -0.56460 0.89797
13 H 0.34024 1.19260 -0.79280
14 H -0.37179 2.32485 -1.92387
15 H -0.19863 2.71587 -0.21105
16 H -2.65474 1.84897 -0.67840
17 H -1.93785 0.38444 -1.32632
18 H -0.76633 0.53976 1.02494
19 H -0.56168 -1.39247 0.42346
20 H -3.46796 -0.25886 1.28962
21 H -2.04085 -1.13377 1.71283
22 H -2.71708 -1.04367 -0.05270

No. 2
C5H15NS | ωB97M-V/def2-TZVPD

The calculation puts the total energy at -17751.914 eV.

CARTESIAN COORDINATES (ANGSTROEM)
1 C -2.85020 1.59746 -0.29767
2 C -2.59900 0.19417 -0.72273
3 S -0.54737 0.10578 -1.46355
4 H -2.62811 2.28377 -1.11930
5 H -2.29458 1.92218 0.59609
6 H -3.89682 1.75373 0.03443
7 H -3.10850 -0.07483 -1.64342
8 H -2.66825 -0.60219 0.01028
9 C 1.57224 -2.38986 0.37337
10 C 1.96801 -1.13473 1.19383
11 N 1.42920 0.12870 0.61572
12 C 1.54269 1.28566 1.51090
13 H 1.75815 -2.18553 -0.66760
14 H 2.07932 -3.30920 0.65328
15 H 0.51928 -2.53951 0.52268
16 H 1.48539 -1.25077 2.15706
17 H 3.04597 -1.02499 1.42591
18 H 0.16485 0.11681 -0.14615
19 H 1.82620 0.30104 -0.31016
20 H 0.88172 1.09337 2.35324
21 H 1.24052 2.22459 1.02039
22 H 2.54584 1.38191 1.87389

No. 3
C5H15NS | ωB97M-V/def2-TZVPD

The calculation puts the total energy at -17752.067 eV.

CARTESIAN COORDINATES (ANGSTROEM)
1 C -1.32293 2.26167 1.51999
2 C -1.71359 1.75578 0.11764
3 N -0.50020 1.44122 -0.66293
4 C -0.83944 0.65893 -1.85141
5 H -0.83250 3.23154 1.47159
6 H -2.21864 2.28505 2.14939
7 H -0.66922 1.50546 1.97290
8 H -2.29023 0.81964 0.21177
9 H -2.38749 2.48290 -0.37104
10 H 0.42425 0.26007 0.43711
11 H -0.08761 2.33093 -0.89088
12 H -1.14341 -0.33577 -1.55869
13 H 0.03223 0.48611 -2.50241
14 H -1.65087 1.06496 -2.48356
15 C 1.61447 -3.16001 -0.13631
16 C 2.21167 -2.09647 0.70181
17 S 1.17106 -0.61105 1.09685
18 H 1.62246 -2.86637 -1.18294
19 H 0.61823 -3.46657 0.10541
20 H 2.34602 -3.97186 -0.06692
21 H 3.08571 -1.65409 0.23524
22 H 2.53006 -2.42211 1.68740

No. 4
C5H15NSi | ωB97M-V/def2-TZVPD

The calculation puts the total energy at -14792.200 eV.

CARTESIAN COORDINATES (ANGSTROEM)
1 C 0.60694 -1.85371 1.48050
2 C 0.91288 0.74417 -2.40557
3 C -0.93356 -2.11626 1.41833
4 C 0.02184 1.79412 -1.72408
5 C -1.42859 -1.76931 0.05300
6 N 0.69691 1.97410 1.13033
7 Si -0.62563 1.58188 0.11019
8 H 1.31378 -2.50382 1.02279
9 H 0.84721 -0.91041 1.02806
10 H 1.05060 -1.65500 2.55203
11 H 0.83660 -0.05999 -1.75299
12 H 0.54284 0.54446 -3.43064
13 H 1.91840 1.11906 -2.40560
14 H -0.96328 -3.30534 1.58956
15 H -1.27437 -1.65576 2.32405
16 H -0.93783 2.06615 -2.25130
17 H 0.41845 2.87165 -1.68779
18 H -2.49380 -1.31214 -0.04400
19 H -1.02090 -2.24617 -0.80370
20 H 1.46000 1.35000 1.44528
21 H 0.62317 2.71637 1.81103
22 H -1.57167 2.62595 0.54053

No. 5
C5H15O4Si2 | ωB97M-V/def2-TZVPD

The net charge is -1. The calculation puts the total energy at -29377.397 eV.

CARTESIAN COORDINATES (ANGSTROEM)
1 C 3.15553 0.09583 -1.79586
2 C 2.48771 1.39799 -1.35103
3 C 1.10694 1.12590 -0.74687
4 O 0.44388 0.13775 -1.51985
5 Si -0.87256 -0.54876 -0.78444
6 O -1.96313 0.61251 -0.27137
7 Si -2.95462 1.14849 -1.50764
8 H 2.99604 -0.68880 -1.07062
9 H 2.78674 -0.21658 -2.75935
10 H 4.21918 0.27794 -1.90331
11 H 2.30607 1.99986 -2.23473
12 H 3.11939 1.91400 -0.64044
13 H 1.23414 0.82806 0.29574
14 H 0.55071 2.06036 -0.76442
15 H -1.56976 -1.32495 -1.83676
16 H -0.52540 -1.47019 0.30207
17 H -4.15602 0.30825 -1.64686
18 H -2.19824 1.07950 -2.77758
19 H -3.27985 2.55746 -1.22231
20 C -1.20226 -0.99534 3.48427
21 C -0.68306 -2.45308 3.45348
22 O 0.07932 -2.79536 4.38253
23 O -1.08479 -3.13277 2.47869
24 H -0.81659 -0.44490 4.34357
25 H -0.88576 -0.48571 2.57057
26 H -2.29358 -0.98747 3.52254

No. 6
C5H15O5Ti | ωB97M-V/def2-TZVPD

The spin multiplicity is 4. The calculation puts the total energy at -38778.683 eV.

CARTESIAN COORDINATES (ANGSTROEM)
1 Ti 0.30772 -0.16188 -0.11843
2 C 3.33561 2.72916 -0.29144
3 C 2.21918 1.72232 -0.31924
4 O 2.38790 0.60982 0.28237
5 O 1.14629 2.00924 -0.90187
6 H 3.27647 3.27554 0.65213
7 H 3.23406 3.43955 -1.10742
8 H 4.29801 2.22490 -0.33320
9 C -2.15059 0.00577 -1.81132
10 O -1.46504 -1.11238 -1.24017
11 H -2.23936 -0.04670 -2.90213
12 H -3.15694 0.12565 -1.39369
13 H -1.57928 0.90650 -1.59401
14 H -1.89907 -1.91839 -1.52921
15 C -1.86688 1.43734 1.61948
16 O -1.24572 0.14137 1.68107
17 H -2.88761 1.37076 1.23370
18 H -1.88107 1.89864 2.60842
19 H -1.26221 2.03987 0.94624
20 H -1.80676 -0.45910 2.18336
21 C 0.28968 -3.60200 0.23676
22 O 0.98317 -2.38435 0.48135
23 H -0.53706 -3.73898 0.93484
24 H -0.08963 -3.53420 -0.78057
25 H 0.95325 -4.46646 0.28670
26 H 1.63587 -2.51197 1.17627

No. 7
C5H16BCl2NO3P | ωB97M-V/def2-TZVPD

The net charge is -1. The calculation puts the total energy at -48086.579 eV.

CARTESIAN COORDINATES (ANGSTROEM)
1 C 1.81648 0.82521 -0.25610
2 N 0.94487 -0.31797 0.00466
3 C 1.52221 -1.60088 -0.40159
4 B -0.41437 -0.17175 -0.59936
5 O -0.49285 -0.18868 -2.01699
6 P -1.94926 0.01937 0.60500
7 O -2.16378 1.73611 0.13606
8 C -3.18174 1.86217 -0.83416
9 C -3.65845 0.47802 -1.33092
10 O -3.07298 -0.58374 -0.61368
11 H 1.56986 1.31364 -1.20684
12 H 2.86357 0.54463 -0.30186
13 H 1.68743 1.55964 0.53139
14 H 1.93487 -2.10376 0.47120
15 H 2.26992 -1.51649 -1.19106
16 H 0.73458 -2.25438 -0.76543
17 H -0.14712 0.64717 -2.37447
18 H -3.06396 0.22072 1.51525
19 H -0.99450 0.46157 1.62001
20 H -1.69317 -1.36868 1.04325
21 H -2.78661 2.39124 -1.70234
22 H -3.98320 2.44543 -0.38471
23 H -3.27680 0.37242 -2.34450
24 H -4.74226 0.42536 -1.26825
25 C 4.10193 -1.18004 2.32262
26 Cl 4.86099 0.21166 1.53527
27 Cl 2.70371 -0.71438 3.28663
28 H 3.77605 -1.86663 1.55160
29 H 4.83458 -1.64698 2.96929

No. 8
C5H16Br2N4O3PS | ωB97M-V/def2-TZVPD

The net charge is +1. The calculation puts the total energy at -177750.159 eV.

CARTESIAN COORDINATES (ANGSTROEM)
1 C 1.43211 0.00204 1.41807
2 N 1.15783 -0.91830 0.28221
3 C 0.89590 -0.31389 -0.86605
4 N 1.59313 0.75299 -1.36151
5 N -0.14161 -0.78320 -1.64526
6 S -1.26303 -1.85144 -0.87143
7 C -2.55461 -1.85995 -2.05020
8 O -0.66726 -3.15926 -0.83431
9 O -1.67777 -1.21163 0.32697
10 P 2.34461 -2.35720 0.27925
11 N 2.18002 -2.99650 -1.26139
12 O 1.54673 -3.38265 1.19004
13 H 0.56362 -0.06228 2.07030
14 H 2.31140 -0.30877 1.97661
15 H 1.51342 1.02857 1.08174
16 H 2.52453 0.63863 -1.72569
17 H 1.17519 1.66376 -1.45211
18 H 0.14780 -1.15744 -2.54910
19 H -2.97884 -0.86557 -2.14301
20 H -2.17181 -2.22735 -2.99933
21 H -3.28107 -2.56636 -1.65127
22 H 1.29676 -2.99902 -1.75233
23 H 2.95682 -2.79933 -1.87876
24 H 0.70147 -3.69251 0.82335
25 Br -0.09806 2.61040 3.38810
26 C -1.56582 3.43582 2.41240
27 C -1.07994 4.33029 1.30234
28 Br -0.35464 6.00008 1.96298
29 H -2.15285 3.97622 3.14768
30 H -2.15193 2.61261 2.00950
31 H -1.90926 4.59969 0.65184
32 H -0.29284 3.86153 0.71834